Record 1
Formula: C26H43As3N4NiSTe
Source: the Open Molecules 2025 dataset
Level of theory: ωB97M-V/def2-TZVPD

```
79
Properties=species:S:1:pos:R:3:forces:R:3:lowdin_charge:R:1
Te -2.08573 1.79948 0.97831 0.0 0.0 0.0 1.488
As -0.78362 -1.75626 0.77515 -0.1 0.1 0.0 1.114
As -1.02116 -4.29697 -4.08178 0.0 0.0 0.0 1.165
As 1.55077 -0.61818 -1.15072 0.0 0.0 0.1 1.106
Ni -0.08047 0.37171 0.17539 -0.1 0.0 0.0 -0.451
S 0.61516 2.41695 -0.54370 0.0 -0.1 0.0 0.702
N 1.54118 2.43912 2.06395 0.0 0.0 0.0 -0.076
N 2.31377 4.47728 2.29524 0.0 0.0 0.0 0.164
N 1.79197 4.27338 1.05119 0.0 0.0 0.0 0.063
N 1.19970 1.11365 2.32103 0.1 0.0 0.0 0.118
C -2.72065 1.03383 -1.89490 0.0 0.0 0.0 -0.160
C -3.33692 3.30446 -1.33512 0.0 0.0 0.0 -0.117
C 1.31458 3.04723 0.87080 0.0 0.0 0.0 -0.670
C -6.10576 -0.19142 2.89129 0.0 0.0 0.0 -0.052
C -0.78585 -3.10925 -0.62639 0.0 0.0 0.0 -0.303
C -3.96165 0.86441 3.14266 0.0 0.0 0.0 -0.165
C 1.02838 -2.20447 -2.14975 0.0 0.0 0.0 -0.317
C -5.09867 0.30151 3.70748 0.0 0.0 0.0 -0.063
C 1.54820 -4.02354 -0.49038 0.0 0.0 0.0 -0.052
C 2.56056 3.05401 4.30375 0.0 0.0 0.0 0.017
C -5.98315 -0.11759 1.50990 0.0 0.0 0.0 -0.054
C 2.20893 0.44288 -2.62662 0.0 0.0 0.0 -0.276
C -2.22795 -2.78099 -3.70379 0.0 0.0 0.0 -0.363
C 0.48422 -3.43093 -1.41923 0.0 0.0 0.0 -0.663
C 0.21265 -3.33118 -5.26630 0.0 0.0 0.0 -0.340
C 3.20074 -0.99376 -0.20038 0.0 0.0 0.0 -0.246
C 0.22835 -2.44043 2.28417 0.0 0.0 0.0 -0.250
C -2.58238 -2.05057 1.41034 0.0 0.0 0.0 -0.248
C 0.12941 -4.51348 -2.46118 0.0 0.0 0.0 -0.368
C -3.75546 2.44275 -3.54373 0.0 0.0 0.0 -0.048
C -3.20710 1.21951 -3.18046 0.0 0.0 0.0 -0.061
C 2.15953 3.35409 2.91118 0.0 0.0 0.0 -0.300
C -3.83466 0.91106 1.75953 0.0 0.0 -0.1 -0.527
C -4.84584 0.43229 0.93561 0.0 0.0 0.1 -0.135
C -3.81898 3.48106 -2.62583 0.0 0.0 0.0 -0.050
C -2.79485 2.07759 -0.97656 0.1 0.0 0.0 -0.539
H 1.17682 -4.93249 -0.01444 0.0 0.0 0.0 0.102
H 1.37842 0.76366 -3.25368 0.0 0.0 0.0 0.043
H 3.01630 -1.47976 0.75432 0.0 0.0 0.0 0.009
H -6.99612 -0.61941 3.33156 0.0 0.0 0.0 0.117
H 1.84231 -3.33141 0.29904 0.0 0.0 0.0 0.039
H 3.70851 -0.04376 -0.03263 0.0 0.0 0.0 0.038
H 2.44493 -4.28896 -1.05236 0.0 0.0 0.0 0.101
H -1.72590 -1.86125 -3.39565 0.0 0.0 0.0 -0.009
H 1.29539 -2.26162 2.17825 0.0 0.0 0.0 0.008
H 1.69562 2.79290 4.91544 0.0 0.0 0.0 0.094
H 1.79569 5.02376 0.37704 0.0 0.0 0.0 0.177
H 1.14410 -3.89082 -5.34883 0.0 0.0 0.0 0.025
H -0.30550 -5.36156 -1.92553 0.0 0.0 0.0 0.068
H -2.74749 -2.58309 -4.64194 0.0 0.0 0.0 0.026
H -2.68888 -3.11252 1.63238 0.0 0.0 0.0 0.056
H -6.77870 -0.48452 0.87496 0.0 0.0 0.0 0.118
H 3.02825 3.93955 4.72548 0.0 0.0 0.0 0.102
H -3.16223 0.40852 -3.89608 0.0 0.0 0.0 0.105
H 1.06066 -4.89378 -2.89421 0.0 0.0 0.0 0.075
H 2.04131 0.58143 2.52187 0.0 0.0 0.0 0.117
H 0.58913 1.08029 3.13115 0.0 0.0 0.0 0.111
H -0.24157 -3.29880 -6.25579 0.0 0.0 0.0 0.023
H 2.88983 -0.17310 -3.21321 0.0 0.0 0.0 0.051
H 0.05342 -3.51075 2.38420 0.0 0.0 0.0 0.053
H -4.76141 0.49317 -0.14118 0.0 0.0 0.0 0.098
H -2.98089 -3.06360 -2.96830 0.0 0.0 0.0 0.018
H -4.13667 2.58586 -4.54577 0.0 0.0 0.0 0.118
H -2.78112 -1.46658 2.30624 0.0 0.0 0.0 0.028
H -3.39437 4.11577 -0.62109 0.0 0.0 0.0 0.105
H 2.73175 1.31857 -2.25254 0.0 0.0 0.0 0.019
H -1.57337 -2.76679 -1.29926 0.0 0.0 0.0 0.050
H 3.27517 2.23067 4.34117 0.0 0.0 0.0 0.094
H -5.20286 0.26428 4.78353 0.0 0.0 0.0 0.116
H 0.27863 -1.82415 -2.84542 0.0 0.0 0.0 0.047
H -1.15384 -4.01874 -0.14356 0.0 0.0 0.0 0.102
H -0.13464 -1.94003 3.18201 0.0 0.0 0.0 0.038
H -3.30185 -1.76860 0.64473 0.0 0.0 0.0 0.036
H -3.19175 1.27306 3.78805 0.0 0.0 0.0 0.094
H -4.24635 4.43256 -2.91185 0.0 0.0 0.0 0.119
H 3.84157 -1.63247 -0.80681 0.0 0.0 0.0 0.053
H 0.42825 -2.31060 -4.95289 0.0 0.0 0.0 0.005
H -2.29103 0.07859 -1.61038 0.0 0.0 0.0 0.069
H 1.90262 -2.48177 -2.74494 0.0 0.0 0.0 0.101
```
Positions in Å, forces in eV/Å.

Results
- highest occupied orbital energy (alpha / beta) (eV) = -12.92 / -12.92
- F_max (eV/Å) = 0.1
- total charge = +2
- energy relative to the best compared isomer or geometry (same formula, charge and spin) (eV) = 0.0211
- lowest unoccupied orbital energy (alpha / beta) (Eh) = -0.222 / -0.222
- orbital gap (alpha / beta) (eV) = 6.9 / 6.9

=====

Record 2
Formula: C26H43AuF5P2
Source: the Open Molecules 2025 dataset
Level of theory: ωB97M-V/def2-TZVPD

```
77
Properties=species:S:1:pos:R:3:forces:R:3:mulliken_spin:R:1
Au -0.24777 0.49547 1.90509 0.3 -0.4 0.6 0.287
P -1.07686 -0.02527 -0.27341 -0.4 0.1 0.6 0.159
P 1.71238 1.32663 0.77599 -0.1 -0.8 0.5 0.104
F -1.77909 4.10080 3.94983 0.6 -1.0 0.0 0.004
F -1.64170 3.10071 1.50284 0.1 -0.4 0.7 0.013
F -1.44554 2.14950 4.91836 0.5 0.9 -1.1 0.000
F 0.21667 3.20799 3.90796 -1.3 -0.6 -0.3 -0.001
F -2.84197 1.72463 2.77373 0.1 0.6 -0.1 0.004
C 1.31679 -3.47596 1.59796 0.1 -0.2 -0.4 0.000
C 1.55888 -1.61974 3.36434 -0.3 1.2 0.5 0.182
C 3.03473 -1.48423 3.35673 0.5 0.2 -0.1 -0.008
C -1.84905 -1.03966 4.78098 -0.4 0.4 0.1 -0.011
C -1.56428 2.17501 2.54086 0.5 -1.1 0.0 0.178
C 1.04382 1.04229 -4.52581 0.4 -0.3 -0.3 0.000
C -2.03541 0.72207 -4.96324 -0.2 0.0 0.1 0.001
C -1.75206 -3.12923 2.48481 -0.6 -0.2 -0.3 0.000
C -1.92517 -0.60560 -5.02953 -0.3 0.1 -0.2 0.000
C -0.66958 -1.29519 3.92067 1.1 -0.1 0.5 0.285
C 3.02993 0.30759 0.03749 0.2 0.2 -0.2 0.002
C -0.16254 1.14507 -1.37118 0.0 -0.1 -0.2 0.022
C 0.36062 -0.70685 -6.25767 -0.1 -0.4 -0.4 0.000
C -1.11972 2.91734 3.82398 -0.7 0.9 0.9 -0.039
C 1.10131 0.10842 5.22488 0.0 0.5 0.5 0.024
C 0.82207 2.09380 -0.64725 0.2 0.5 0.3 -0.009
C -1.17711 1.75004 -5.65745 0.1 0.5 -0.1 0.000
C 0.67769 -0.81345 4.14895 -0.3 -0.1 -0.8 0.176
C 2.56082 2.54395 1.83391 -0.1 0.3 -0.3 0.005
C -2.85342 0.36597 -0.25078 0.1 0.2 -0.2 0.009
C -0.57934 -2.37446 2.98158 1.1 0.1 -0.8 0.210
C -0.96417 -1.41085 -5.86035 0.5 0.0 0.0 0.000
C 0.10930 2.15628 -4.88985 -0.5 0.2 -0.1 0.000
C 1.16742 -0.15360 -5.11236 0.2 0.1 0.3 0.000
C 0.78518 -2.54743 2.62211 -1.7 -0.2 -0.1 0.234
C -1.03380 -1.67692 -1.04234 0.2 -0.1 -0.1 0.004
H -3.35522 -0.33242 0.43517 0.2 0.2 -0.2 0.000
H -0.72745 -2.34153 -5.32610 0.0 0.1 0.0 0.000
H -1.78252 -1.63214 5.71375 0.0 0.2 -0.4 0.027
H -2.67929 -1.20599 -4.51187 0.1 0.2 0.0 -0.001
H 0.37534 0.54540 -2.12323 -0.2 0.1 0.2 0.001
H 1.71957 -4.39412 2.04694 -0.1 0.1 -0.1 0.014
H 2.59579 -0.59014 -0.41986 0.1 0.2 0.1 0.000
H -2.05224 -3.93033 3.18263 0.1 0.2 -0.3 0.010
H 0.28137 2.95704 -0.22584 0.1 -0.3 -0.1 0.003
H -2.78692 -1.30769 4.27703 0.3 0.0 0.2 0.004
H 3.18777 3.20882 1.23515 0.0 0.1 0.2 0.007
H -1.56763 -3.58352 1.49953 0.0 0.0 0.4 0.004
H 0.53560 -3.75916 0.88161 0.2 -0.1 0.2 0.006
H 1.76728 1.29580 -3.74479 -0.1 -0.1 -0.2 0.000
H 0.97794 -1.45328 -6.78550 -0.2 0.2 0.2 0.000
H -3.25723 0.25177 -1.26269 -0.1 0.1 0.2 0.007
H 0.64531 2.89597 -5.50995 -0.1 -0.2 0.2 0.000
H 3.33774 -0.43566 3.51866 -0.1 -0.4 0.0 0.012
H 0.39492 0.93936 5.31946 0.2 -0.2 0.1 0.003
H 3.49093 -2.08226 4.16412 -0.1 0.2 -0.2 0.025
H -2.62077 -2.45541 2.38236 0.3 -0.3 0.0 0.008
H 3.18696 2.00653 2.56361 -0.2 0.1 -0.4 0.000
H -0.02378 -2.10534 -0.97261 -0.3 0.1 -0.1 0.000
H 3.73881 0.00584 0.82086 -0.2 0.0 -0.2 -0.003
H -0.91986 1.72713 -1.92148 0.3 -0.1 0.1 0.004
H 1.57797 2.47850 -1.34598 -0.3 0.0 0.0 0.003
H -0.17164 2.69919 -3.97394 0.0 -0.1 -0.2 0.000
H -2.87952 1.13244 -4.39209 0.4 -0.2 -0.1 0.000
H 3.48158 -1.81063 2.40506 -0.2 0.0 0.3 0.005
H -1.33360 -1.61002 -2.10061 0.1 0.0 0.3 0.015
H 2.09192 0.54374 5.03342 -0.3 -0.2 0.1 0.004
H 2.12999 -3.00332 1.02826 -0.1 -0.2 0.2 0.007
H -0.89023 1.42864 -6.66260 -0.3 0.2 0.3 0.000
H -1.91744 0.01683 5.06078 0.0 -0.3 0.0 0.006
H -1.77338 2.66573 -5.79873 0.2 -0.3 0.1 0.000
H 1.13610 -0.41990 6.19285 0.1 0.2 -0.2 0.002
H -1.45849 -1.73270 -6.79320 0.0 0.1 0.3 0.000
H -1.73910 -2.32614 -0.50110 0.2 0.2 -0.2 -0.005
H -3.00682 1.38513 0.13606 0.0 -0.4 -0.3 -0.001
H 3.57739 0.87166 -0.73581 -0.1 -0.2 0.3 0.003
H 1.98206 -0.80249 -4.76428 -0.4 0.2 0.0 0.000
H 1.81868 3.12074 2.40514 0.3 -0.2 -0.4 -0.003
H 0.13309 0.06281 -7.00199 0.3 -0.3 0.2 0.000
```
Positions in Å, forces in eV/Å.

Results
- highest occupied orbital energy (alpha / beta) (eV) = -10.30 / -10.36
- F_max (eV/Å) = 1.7
- total charge = +1
- energy relative to the best compared isomer or geometry (same formula, charge and spin) (eV) = 0.0000
- lowest unoccupied orbital energy (alpha / beta) (Eh) = -0.072 / -0.185
- multiplicity = 3
- orbital gap (alpha / beta) (eV) = 8.3 / 5.3

=====

Record 3
Formula: C26H43BF3N5PdS2Si
Source: the Open Molecules 2025 dataset
Level of theory: ωB97M-V/def2-TZVPD

```
82
Properties=species:S:1:pos:R:3:forces:R:3:lowdin_charge:R:1
Pd 0.13574 0.16590 0.60084 0.2 0.3 0.2 0.341
S 2.09581 0.54624 2.42247 0.0 0.1 -0.1 0.647
S -0.98689 -1.22163 2.00329 -0.2 -0.3 0.1 0.695
Si -1.22918 -0.62441 -1.21671 -0.1 0.0 -0.1 0.777
F 3.16085 6.51237 -0.48857 0.0 0.0 0.0 0.147
F 3.98901 5.46142 -2.18948 0.0 0.0 0.0 0.152
F 4.88415 5.22685 -0.23692 0.0 0.0 0.0 0.153
N 1.97459 -2.04646 3.35799 0.1 -0.1 0.3 -0.008
N 1.17591 1.97107 -0.19146 0.4 -0.2 0.0 -0.063
N 3.40996 -1.74191 1.75414 0.2 0.0 0.1 -0.122
N -1.30030 0.83340 3.78965 0.1 0.1 0.0 -0.114
N 0.07252 -0.70066 4.48804 0.0 0.0 -0.1 -0.023
C -2.56427 1.87845 -0.96534 0.0 0.0 0.0 -0.119
C 1.42676 -0.77482 -2.27436 0.0 0.1 0.0 -0.135
C -0.32349 -1.51422 -3.86887 0.0 0.0 0.0 -0.087
C -2.71427 -1.88806 -0.93531 0.0 0.0 0.1 -0.604
C -1.94830 0.99523 -2.06251 0.0 0.1 0.1 -0.599
C 0.07049 -1.47781 -2.38625 0.1 -0.1 0.1 -0.620
C 0.73958 3.21095 0.02738 -0.1 -0.1 0.0 -0.109
C -0.84010 1.23537 5.02364 -0.1 0.1 0.1 -0.039
C 2.81121 4.17664 -0.61165 0.1 0.1 0.0 -0.097
C 4.23563 -1.11073 0.74822 0.0 0.0 0.0 -0.041
C -2.24611 1.55911 2.97132 -0.2 0.0 0.0 -0.023
C -0.71753 -0.33755 3.47356 0.1 -0.2 -0.2 -0.691
C -0.82486 1.80898 -2.72793 0.0 0.0 0.0 -0.106
C 3.71278 5.35713 -0.87869 -0.1 -0.1 0.0 -0.587
C 3.29473 2.89583 -0.81782 0.0 -0.1 0.0 0.035
C 2.50609 -1.12026 2.55749 -0.3 0.2 -0.3 -0.694
C -2.43218 -3.18754 -0.15100 0.1 0.0 0.0 -0.131
C -3.01895 0.81605 -3.14986 0.0 0.0 0.0 -0.101
C -3.85159 -1.17504 -0.18075 0.0 0.0 0.0 -0.120
C 0.01270 0.27675 5.44809 0.0 -0.1 0.0 -0.058
C 3.47399 -3.07504 2.09857 -0.1 -0.1 0.0 -0.046
C 2.45310 1.82828 -0.57646 -0.1 0.1 0.0 -0.161
C 0.31843 -2.92254 -1.92498 0.0 0.0 -0.1 -0.107
C 2.57515 -3.25590 3.09085 0.0 0.0 -0.2 -0.060
C -3.28226 -2.38701 -2.27903 0.0 0.0 0.0 -0.099
C 1.51552 4.34162 -0.16714 0.0 0.0 0.0 0.032
B 0.98842 -1.95789 4.58318 0.0 0.0 0.0 -0.437
H 1.82067 -0.88489 -1.25809 0.0 0.0 0.0 0.040
H 0.43884 -2.07612 -4.42207 0.0 0.0 0.0 0.087
H 1.21583 -3.30794 -2.42291 0.0 0.0 0.0 0.085
H -0.27955 3.31385 0.37009 -0.1 0.0 0.0 0.106
H -4.20927 -2.93404 -2.07246 0.0 0.0 0.0 0.088
H -3.37755 -3.73811 -0.08545 0.0 0.0 0.0 0.084
H -1.92583 1.57828 1.93056 0.1 0.0 0.1 0.040
H -4.29065 -0.36065 -0.75378 0.0 0.0 -0.1 0.054
H -3.94424 0.38045 -2.77734 0.0 0.0 0.0 0.064
H -3.51219 -0.78325 0.77999 0.0 0.0 0.0 0.042
H -1.17268 2.14830 5.48350 0.0 0.0 0.0 0.119
H 4.31052 2.72353 -1.14477 0.0 0.0 0.0 0.134
H -2.60534 -3.09251 -2.76056 0.0 0.0 0.0 0.065
H 2.80871 0.81665 -0.69072 -0.1 0.1 -0.1 0.069
H -2.91142 2.82370 -1.39975 0.0 0.0 0.0 0.089
H -2.66456 0.20871 -3.98427 0.0 0.0 0.0 0.072
H -1.72354 -3.84067 -0.65247 0.0 0.0 0.0 0.054
H 4.03985 -0.04090 0.77880 0.0 -0.1 0.1 0.031
H 0.04059 1.95367 -2.08741 -0.1 0.0 -0.1 0.033
H -1.83981 2.10268 -0.18531 0.1 0.0 0.0 0.014
H -1.21175 2.80021 -2.99244 0.0 0.0 0.0 0.089
H -1.27838 -2.00546 -4.04241 0.0 0.0 0.0 0.062
H -0.47825 1.34743 -3.65285 0.0 0.0 0.0 0.066
H -0.50241 -3.58439 -2.19265 0.0 0.0 0.0 0.061
H 0.48001 -2.99358 -0.84587 0.0 0.0 0.0 0.078
H 4.13013 -3.76284 1.59703 0.0 0.0 0.0 0.118
H 0.32475 -2.96386 4.57806 0.0 0.0 0.0 0.072
H -2.08713 -3.03266 0.86463 0.0 0.0 0.0 -0.006
H 0.58382 0.19984 6.35441 0.0 0.0 0.0 0.121
H -3.22729 1.08412 3.00482 0.0 0.0 0.0 0.100
H -2.32505 2.57212 3.35812 0.0 0.0 0.0 0.094
H 3.99920 -1.50394 -0.24100 0.0 0.0 0.0 0.089
H 1.64676 -1.84440 5.59125 -0.1 0.0 0.0 0.075
H 2.29004 -4.14423 3.62393 0.0 0.0 0.0 0.120
H 2.14206 -1.24552 -2.95952 0.0 0.0 0.0 0.090
H -0.37580 -0.52181 -4.31671 0.0 0.0 0.0 0.060
H -3.26885 1.80434 -3.55338 0.0 0.0 0.0 0.085
H 5.28842 -1.28994 0.96498 0.0 0.0 0.0 0.097
H -3.51944 -1.60524 -2.99329 0.0 0.0 0.0 0.050
H 1.38133 0.28716 -2.52065 0.0 -0.1 0.0 0.056
H -3.41431 1.40727 -0.47533 0.0 0.0 0.0 0.060
H -4.65350 -1.89455 0.01855 0.0 0.0 0.0 0.085
H 1.10441 5.32104 0.02708 0.0 0.0 0.0 0.126
```
Positions in Å, forces in eV/Å.

Results
- highest occupied orbital energy (eV) = -7.26
- F_max (eV/Å) = 0.5
- energy relative to the best compared isomer or geometry (same formula, charge and spin) (eV) = 0.0000
- lowest unoccupied orbital energy (Eh) = -0.010
- orbital gap (eV) = 7.0